C3H9NO2 as an isolated structure at a distorted geometry. Source: OMol25; level of theory: ωB97M-V/def2-TZVPD.

```
15
Properties=species:S:1:pos:R:3:forces:R:3
C 1.20172 -0.54472 -0.19687 0.837 -0.200 0.643
C 2.41389 0.12835 -0.16196 0.790 -0.634 0.362
C 2.55385 1.38174 0.33214 0.067 1.009 0.328
O -3.24431 -1.30440 -1.02980 -0.085 0.033 -0.193
N 0.06634 0.01384 0.30438 -0.002 0.276 -0.110
H 1.27817 -1.57630 -0.54523 -0.527 0.046 -0.604
H -0.15149 -0.42471 1.20346 -0.337 0.332 -0.080
H 3.31422 -0.41651 -0.44176 -0.247 0.228 -0.503
H 3.47465 1.93378 0.18374 0.249 -0.260 0.121
H 1.82512 1.93666 0.91964 -0.410 -0.311 -0.474
H -3.48153 0.90494 0.63281 0.013 -0.154 -0.088
H -0.73048 -0.01337 -0.32818 -0.246 -0.407 0.307
H -2.88502 -2.15022 -0.72534 -0.045 0.100 0.375
H -2.96989 -0.43269 -0.37535 0.001 0.068 -0.408
O -2.66525 0.56362 0.22835 -0.059 -0.127 0.322
```
Positions in Å, forces in eV/Å.

HOMO (spin up / spin down)   -15.33 / -15.11 eV
Charge   +1
Relative energy (zero: lowest compared OMol25 entry of this formula, charge and spin)   4.186 eV
Largest force on an atom   1.1 eV/Å
Gap between HOMO and LUMO (spin up / spin down)   0.2989 / 0.2905 hartree
Spin multiplicity   2
E   -324.47172 hartree